No. 1
A structure of composition C60H49IrNOP4. Source: the OMol25 dataset; level of theory: the ωB97M-V functional and the def2-TZVPD basis.

Each line ends with the Mulliken charge.
Atoms and positions in Å:
Ir1 0.211 -0.021 -1.236  1.159
O1 1.286 -0.799 -2.953  -0.498
C1 0.554 -0.919 -4.174  0.047
C2 0.780 -1.924 -5.084  -0.442
C3 -0.006 -1.953 -6.236  -0.859
C4 -0.992 -1.004 -6.453  -1.011
C5 -1.234 -0.028 -5.497  -0.994
C6 -0.465 0.020 -4.338  0.138
P1 -0.836 1.128 -2.962  1.422
C7 -2.473 1.814 -3.149  1.214
C8 -2.653 3.155 -3.491  -0.602
C9 -3.938 3.651 -3.658  -0.808
C10 -5.034 2.816 -3.490  -0.627
C11 -4.855 1.474 -3.168  -0.840
C12 -3.578 0.970 -2.998  -0.387
C13 0.428 2.409 -2.866  -0.035
C14 1.574 2.369 -3.672  -0.913
C15 2.557 3.330 -3.517  -0.815
C16 2.410 4.333 -2.564  -0.845
C17 1.279 4.377 -1.757  -1.005
C18 0.291 3.416 -1.897  0.512
C19 2.648 -1.143 -2.821  0.465
C20 3.487 -1.219 -3.917  -0.850
C21 4.814 -1.579 -3.722  -0.972
C22 5.304 -1.844 -2.449  -1.041
C23 4.473 -1.691 -1.358  -0.619
C24 3.130 -1.330 -1.523  0.350
P2 2.122 -0.786 -0.130  2.233
C25 2.011 -2.189 1.042  -0.275
C26 1.823 -1.965 2.485  0.143
C27 1.962 -3.135 3.357  -0.712
C28 2.077 -4.395 2.854  -0.896
C29 2.122 -4.563 1.462  -0.831
C30 2.115 -3.474 0.575  -0.621
C31 3.057 0.470 0.758  1.152
C32 4.141 0.148 1.586  -0.674
C33 4.898 1.155 2.159  -0.963
C34 4.590 2.489 1.904  -0.950
C35 3.530 2.813 1.071  -0.508
C36 2.765 1.807 0.496  -0.084
H1 1.535 -2.680 -4.923  0.692
H2 0.162 -2.735 -6.964  0.510
H3 -1.588 -1.035 -7.355  0.513
H4 -2.034 0.688 -5.640  0.670
H5 -1.804 3.807 -3.648  0.511
H6 -4.081 4.686 -3.938  0.498
H7 -6.034 3.206 -3.630  0.480
H8 -5.712 0.823 -3.066  0.477
H9 -3.442 -0.080 -2.775  0.467
H10 1.674 1.615 -4.443  0.536
H11 3.428 3.318 -4.158  0.562
H12 3.173 5.095 -2.466  0.502
H13 1.155 5.176 -1.037  0.597
H14 -0.604 3.471 -1.291  0.340
H15 3.127 -1.002 -4.911  0.705
H16 5.471 -1.645 -4.579  0.501
H17 6.338 -2.129 -2.311  0.511
H18 4.876 -1.827 -0.363  0.408
H19 2.408 -1.103 2.834  0.303
H20 1.927 -2.983 4.429  0.541
H21 2.155 -5.251 3.510  0.535
H22 2.216 -5.564 1.056  0.548
H23 2.257 -3.660 -0.483  0.661
H24 4.415 -0.885 1.775  0.422
H25 5.739 0.905 2.793  0.522
H26 5.190 3.272 2.348  0.469
H27 3.304 3.849 0.858  0.564
H28 1.953 2.072 -0.175  -0.218
N1 -0.300 0.053 2.051  0.444
P3 0.058 -1.287 2.932  1.344
C37 -1.011 -2.670 2.680  1.852
C38 -1.558 -3.306 3.800  -1.401
C39 -2.285 -4.474 3.632  -0.914
C40 -2.457 -5.012 2.364  -0.913
C41 -1.907 -4.383 1.250  -1.068
C42 -1.181 -3.216 1.403  0.141
C43 0.154 -0.715 4.606  0.321
C44 -1.074 -0.361 5.187  -0.762
C45 -1.102 0.136 6.477  -0.873
C46 0.083 0.290 7.188  -0.678
C47 1.302 -0.043 6.609  -0.992
C48 1.344 -0.544 5.319  -0.494
P4 -1.067 0.469 0.529  2.597
C49 -2.616 -0.422 0.544  1.188
C50 -2.913 -1.324 -0.475  -0.730
C51 -4.109 -2.026 -0.456  -0.745
C52 -5.007 -1.825 0.583  -0.831
C53 -4.715 -0.926 1.606  -0.976
C54 -3.523 -0.224 1.589  -1.187
C55 -1.419 2.199 0.850  0.769
C56 -0.495 3.038 1.479  -0.238
C57 -0.767 4.390 1.609  -1.141
C58 -1.947 4.915 1.092  -0.835
C59 -2.860 4.087 0.453  -0.752
C60 -2.604 2.728 0.333  -0.901
H29 -0.058 0.888 2.584  0.351
H30 -1.416 -2.904 4.794  0.505
H31 -2.716 -4.965 4.495  0.530
H32 -3.025 -5.925 2.240  0.515
H33 -2.052 -4.806 0.265  0.551
H34 -0.758 -2.730 0.531  0.216
H35 -2.002 -0.483 4.638  0.415
H36 -2.047 0.400 6.932  0.496
H37 0.057 0.674 8.199  0.463
H38 2.220 0.088 7.165  0.501
H39 2.311 -0.784 4.894  0.382
H40 -2.207 -1.482 -1.287  0.335
H41 -4.345 -2.722 -1.250  0.603
H42 -5.944 -2.366 0.596  0.521
H43 -5.427 -0.767 2.405  0.556
H44 -3.309 0.497 2.371  0.623
H45 0.450 2.663 1.860  0.313
H46 -0.064 5.036 2.117  0.533
H47 -2.158 5.971 1.198  0.473
H48 -3.782 4.494 0.061  0.514
H49 -3.328 2.088 -0.158  0.396

## Properties
Highest occupied orbital energy (alpha / beta)   -0.6530 / -0.6557 Eh
Total charge   +4
<S²>   0.754
Multiplicity   2
Lowest unoccupied orbital energy (alpha / beta)   -12.344 / -12.353 eV

---

No. 2
A structure of composition C60H50ClCuFGeN2P3 in a non-equilibrium geometry. Source: the OMol25 dataset; level of theory: the ωB97M-V functional and the def2-TZVPD basis.

Each line ends with the Mulliken charge.
Atoms and positions in Å:
Cu1 14.207 12.334 10.650  1.961
F1 9.140 11.734 13.643  -0.610
Ge1 10.685 12.074 12.745  0.911
C1 10.472 14.012 12.654  0.473
C2 9.666 14.574 13.655  -0.666
C3 9.389 15.927 13.642  -0.946
C4 9.950 16.747 12.668  -0.860
C5 10.777 16.193 11.699  -0.590
C6 11.064 14.829 11.699  -0.192
P1 12.260 14.087 10.502  1.783
C7 11.261 14.105 8.949  0.813
C8 9.893 13.857 9.043  -1.081
C9 9.105 13.794 7.898  -0.439
C10 9.661 14.061 6.650  -0.946
C11 11.024 14.312 6.556  -0.989
C12 11.832 14.282 7.678  -0.434
C13 13.419 15.494 10.362  -0.060
C14 14.570 15.465 11.128  0.901
C15 15.515 16.480 11.056  -0.820
C16 15.335 17.530 10.182  -0.858
C17 14.192 17.562 9.375  -0.964
C18 13.268 16.531 9.450  -0.173
C19 11.910 11.308 14.080  0.054
C20 11.169 10.745 15.125  -0.318
C21 11.758 10.062 16.169  -0.817
C22 13.125 9.871 16.141  -0.941
C23 13.891 10.445 15.138  -0.162
C24 13.323 11.218 14.112  0.014
P2 14.537 12.087 13.014  1.017
C25 16.036 11.067 13.257  0.683
C26 16.270 10.137 12.245  0.309
C27 17.347 9.255 12.292  -0.649
C28 18.239 9.321 13.351  -0.833
C29 18.039 10.243 14.371  -1.091
C30 16.939 11.105 14.335  -0.026
C31 14.736 13.594 14.061  0.326
C32 15.961 14.188 14.404  -0.493
C33 15.993 15.390 15.118  -1.219
C34 14.812 16.032 15.463  -0.760
C35 13.598 15.483 15.076  -0.891
C36 13.568 14.281 14.384  -0.002
C37 10.234 11.159 11.086  -0.644
C38 8.867 11.269 10.816  -0.159
C39 8.300 10.719 9.684  -1.042
C40 9.128 10.142 8.731  -0.954
C41 10.495 10.011 8.971  -1.094
C42 11.036 10.444 10.181  0.537
P3 12.768 10.070 10.686  2.136
C43 12.552 8.725 11.978  0.243
C44 13.659 7.921 12.244  -0.446
C45 13.612 6.954 13.236  -0.774
C46 12.458 6.788 13.994  -0.731
C47 11.360 7.579 13.726  -0.572
C48 11.409 8.549 12.729  0.277
C49 13.351 9.004 9.348  0.052
C50 12.697 7.832 8.994  -0.127
C51 13.204 6.999 8.004  -0.897
C52 14.381 7.352 7.354  -0.682
C53 15.073 8.501 7.719  -0.740
C54 14.537 9.327 8.719  0.725
H1 9.204 13.931 14.380  0.512
H2 8.750 16.353 14.402  0.406
H3 9.741 17.811 12.648  0.430
H4 11.220 16.832 10.955  0.477
H5 9.454 13.685 10.008  0.301
H6 8.052 13.568 7.989  0.465
H7 9.027 14.040 5.790  0.426
H8 11.475 14.477 5.582  0.451
H9 12.908 14.446 7.582  0.508
H10 14.706 14.662 11.826  -0.545
H11 16.389 16.427 11.680  0.453
H12 16.069 18.330 10.124  0.393
H13 14.048 18.367 8.670  0.436
H14 12.393 16.562 8.800  0.493
H15 10.102 10.839 15.102  0.547
H16 11.156 9.649 16.959  0.417
H17 13.604 9.306 16.942  0.419
H18 14.954 10.267 15.206  0.297
H19 15.585 10.101 11.421  -0.528
H20 17.475 8.527 11.494  0.556
H21 19.078 8.645 13.377  0.449
H22 18.725 10.284 15.206  0.438
H23 16.763 11.772 15.165  0.582
H24 16.898 13.716 14.137  0.486
H25 16.940 15.847 15.386  0.430
H26 14.811 16.971 16.009  0.382
H27 12.675 15.992 15.296  0.511
H28 12.616 13.907 14.055  -0.209
H29 8.235 11.784 11.543  0.423
H30 7.247 10.787 9.513  0.467
H31 8.720 9.787 7.793  0.421
H32 11.136 9.575 8.216  0.647
H33 14.526 8.020 11.614  0.436
H34 14.501 6.346 13.431  0.395
H35 12.384 6.019 14.764  0.380
H36 10.436 7.494 14.299  0.425
H37 10.546 9.167 12.571  0.278
H38 11.771 7.579 9.481  0.534
H39 12.676 6.078 7.746  0.406
H40 14.779 6.704 6.570  0.374
H41 15.985 8.769 7.212  0.487
H42 15.048 10.220 9.014  -1.077
Cl1 15.413 14.147 8.115  -0.253
C55 14.668 12.583 8.678  -0.545
H43 15.384 11.872 8.275  0.170
H44 13.788 12.497 8.021  0.754
N1 21.263 12.185 10.979  -0.564
C56 19.895 12.262 10.797  0.859
C57 19.214 11.522 9.837  -1.046
C58 17.849 11.702 9.728  -0.303
N2 17.110 12.507 10.484  0.348
C59 17.769 13.183 11.405  -0.394
C60 19.130 13.104 11.628  -0.864
H45 21.792 11.764 10.228  0.228
H46 21.728 12.963 11.411  0.225
H47 19.746 10.839 9.180  0.387
H48 17.308 11.144 8.960  0.149
H49 17.167 13.863 12.000  0.331
H50 19.598 13.719 12.398  0.418

## Properties
Highest occupied orbital energy   -0.2384 Eh
Total charge   0
Lowest unoccupied orbital energy   0.536 eV

---

The evaluated ΔE to the lowest compared entry with this formula, charge and spin for the records listed, in turn: 0.0; 0.0 kJ/mol.